DFT (ωB97M-V/def2-TZVPD) results for a molecular structure, C33H35F5N4P2Re at a distorted geometry.

Geometry as XYZ:
```
80
Properties=species:S:1:pos:R:3
Re 0.29 -0.46 3.15
C -0.74 1.43 3.58
C -1.43 0.62 2.60
C -1.34 1.02 1.16
C -0.01 0.70 0.49
C 1.10 0.12 1.36
C 1.73 0.87 2.44
C 1.47 2.34 2.64
C 0.10 2.64 3.25
C 1.51 -1.98 3.73
H -1.32 1.54 4.50
H -2.34 0.11 2.92
H -1.50 2.10 1.12
H -2.18 0.59 0.60
H -0.19 -0.06 -0.28
H 0.38 1.59 -0.02
H 1.78 -0.60 0.86
H 2.77 0.59 2.64
H 1.65 2.89 1.71
H 2.22 2.74 3.34
H 0.27 3.14 4.21
H -0.46 3.36 2.64
H 2.19 -1.69 4.54
H 2.10 -2.31 2.87
H 0.86 -2.79 4.10
P 1.67 -0.76 -1.87
P -1.80 -0.31 -1.95
N 3.09 0.24 -2.14
N 2.22 -2.13 -2.83
N -1.97 1.47 -2.60
N -3.27 -0.93 -2.60
C 0.65 -0.01 -3.21
C -0.69 -0.76 -3.32
C 4.21 0.21 -1.30
C 5.19 1.04 -1.84
C 4.65 1.61 -3.05
C 3.39 1.05 -3.24
C 2.77 -3.31 -2.29
C 2.97 -4.22 -3.33
C 2.52 -3.59 -4.54
C 2.12 -2.31 -4.22
C -1.77 2.52 -1.70
C -1.62 3.71 -2.39
C -1.74 3.40 -3.78
C -1.91 2.02 -3.88
C -4.10 -0.34 -3.56
C -5.10 -1.24 -3.86
C -4.86 -2.44 -3.11
C -3.72 -2.24 -2.36
H 1.15 -0.07 -4.19
H 0.52 1.08 -3.08
H -1.19 -0.52 -4.28
H -0.56 -1.86 -3.31
H 4.19 -0.37 -0.40
H 6.15 1.22 -1.40
H 5.09 2.36 -3.69
H 2.68 1.15 -4.06
H 2.97 -3.39 -1.23
H 3.41 -5.20 -3.24
H 2.48 -3.98 -5.54
H 1.78 -1.54 -4.89
H -1.77 2.34 -0.64
H -1.39 4.66 -1.93
H -1.69 4.10 -4.59
H -2.05 1.41 -4.76
H -3.91 0.67 -3.92
H -5.90 -1.06 -4.57
H -5.46 -3.33 -3.14
H -3.19 -2.88 -1.67
F -2.04 -2.28 4.48
C -1.59 -1.44 5.46
C -0.51 -0.60 5.22
C -0.17 0.31 6.24
F 0.89 1.15 6.11
C -0.92 0.39 7.41
F -0.70 1.39 8.29
C -1.94 -0.53 7.67
F -2.58 -0.55 8.86
C -2.28 -1.45 6.68
F -3.29 -2.32 6.90
```

Values from the calculation:
Net charge: +2
Max |F|: 0.0708 hartree/bohr
Energy relative to the best compared isomer or geometry (same formula, charge and spin): 2.2146 eV
Frontier orbital gap (spin up / spin down): 4.38 / 3.03 eV
Spin multiplicity: 4
E_LUMO (spin up / spin down): -8.278 / -9.623 eV
⟨S²⟩: 3.815

DFT (ωB97M-V/def2-TZVPD) results for a molecular structure, C33H35F5N4P2SZr at a distorted geometry.

Geometry as XYZ:
```
81
Properties=species:S:1:pos:R:3
Zr -1.50 1.43 0.70
C 0.41 -0.76 4.27
C 0.75 -0.08 3.17
C 0.55 -0.66 1.77
C -0.87 -1.10 1.33
C -1.08 -2.64 1.22
C -0.56 -3.48 2.13
C 0.09 -3.11 3.44
C -0.56 -1.92 4.20
C -3.52 1.64 1.51
H 0.61 -0.36 5.28
H 0.98 0.98 3.22
H 1.22 -1.52 1.71
H 0.98 0.04 1.02
H -1.60 -0.63 2.04
H -1.07 -0.73 0.28
H -1.80 -2.99 0.47
H -0.65 -4.58 2.02
H 1.14 -2.93 3.21
H 0.14 -3.96 4.15
H -1.49 -1.63 3.64
H -0.89 -2.26 5.21
H -3.88 0.67 1.88
H -4.02 1.82 0.53
H -3.92 2.43 2.18
P -0.94 -0.37 -2.37
P 2.16 1.31 -0.69
N -1.07 -2.11 -2.81
N -1.37 0.03 -4.21
N 3.58 0.14 -0.78
N 3.33 2.55 -1.48
C 0.83 -0.42 -2.65
C 1.50 0.94 -2.38
C -2.31 -2.78 -2.71
C -2.13 -4.13 -3.05
C -0.73 -4.30 -3.31
C -0.13 -3.05 -3.25
C -2.52 0.73 -4.53
C -2.69 0.72 -5.91
C -1.60 -0.01 -6.47
C -0.83 -0.45 -5.40
C 4.18 -0.61 0.26
C 4.70 -1.78 -0.31
C 4.48 -1.71 -1.73
C 3.89 -0.49 -1.98
C 4.71 2.56 -1.72
C 5.00 3.63 -2.57
C 3.76 4.25 -2.92
C 2.76 3.57 -2.25
H 1.03 -0.63 -3.71
H 1.29 -1.25 -2.08
H 2.32 1.04 -3.11
H 0.83 1.78 -2.62
H -3.20 -2.23 -2.41
H -2.95 -4.84 -3.13
H -0.23 -5.23 -3.54
H 0.88 -2.75 -3.48
H -3.13 1.15 -3.75
H -3.52 1.15 -6.44
H -1.44 -0.22 -7.52
H 0.07 -1.07 -5.39
H 4.24 -0.22 1.28
H 5.17 -2.58 0.24
H 4.66 -2.39 -2.54
H 3.62 -0.10 -2.95
H 5.37 1.82 -1.29
H 5.99 3.92 -2.89
H 3.60 5.10 -3.57
H 1.68 3.66 -2.30
F -4.60 1.95 7.61
C -3.76 2.32 6.62
C -2.37 2.07 6.68
F -1.86 1.48 7.79
C -1.55 2.41 5.58
F -0.20 2.22 5.68
C -2.03 2.89 4.36
S -1.01 2.73 2.66
C -3.37 3.29 4.43
F -3.91 4.02 3.42
C -4.22 3.04 5.52
F -5.47 3.56 5.50
```

Values from the calculation:
Net charge: +2
Max |F|: 0.1329 hartree/bohr
Energy relative to the best compared isomer or geometry (same formula, charge and spin): 2.9618 eV
Frontier orbital gap: 3.17 eV
E_LUMO: -9.380 eV

DFT (ωB97M-V/def2-TZVPD) results for 2 unconnected molecules or ions with the total composition C33H36Br2ClF14O3.

Geometry as XYZ:
```
89
Properties=species:S:1:pos:R:3
C 0.50 4.31 3.01
C 0.63 2.81 3.05
C 0.82 2.13 4.26
C 0.97 0.75 4.27
C 0.94 0.02 3.08
C 0.74 0.66 1.86
C 0.64 -0.03 0.51
C 0.63 -1.57 0.48
O 1.83 -2.08 -0.05
C 2.80 -2.46 0.93
C 3.93 -1.44 1.13
Br 4.24 -1.23 3.05
C 5.30 -1.80 0.55
C 6.17 -0.57 0.42
Br 5.11 -2.58 -1.24
C -0.61 -2.08 -0.35
C -1.46 -2.96 0.56
C -2.88 -3.21 0.07
C -3.94 -2.57 0.95
F -5.15 -3.14 0.71
F -3.67 -2.79 2.25
C -4.10 -1.06 0.71
F -4.52 -0.92 -0.55
F -2.89 -0.48 0.80
C -5.09 -0.30 1.66
F -5.88 0.47 0.89
F -5.88 -1.15 2.31
C -4.44 0.68 2.67
F -5.46 1.24 3.35
F -3.82 1.65 2.00
C -3.49 0.09 3.74
F -3.96 -1.08 4.17
F -2.28 -0.09 3.23
C -3.35 1.03 4.99
F -4.36 0.88 5.81
F -2.24 0.69 5.63
F -3.25 2.29 4.63
O -0.21 -2.80 -1.51
C -1.00 -2.58 -2.62
Cl -1.62 -4.22 -3.16
C -0.30 -1.92 -3.81
C 0.80 -0.94 -3.41
C 2.19 -1.43 -3.85
O 0.51 0.29 -4.10
C 0.90 1.43 -3.37
C 0.45 2.66 -4.10
C -0.81 3.20 -3.84
C -1.26 4.32 -4.54
C -0.43 4.90 -5.50
C 0.83 4.37 -5.78
C 1.27 3.24 -5.07
C 0.58 2.06 1.88
H -0.27 4.61 2.31
H 0.26 4.68 4.01
H 1.45 4.74 2.70
H 0.85 2.69 5.19
H 1.12 0.21 5.20
H 1.08 -1.05 3.13
H -0.26 0.38 0.04
H 1.47 0.30 -0.10
H 0.48 -1.97 1.48
H 3.24 -3.39 0.57
H 2.33 -2.69 1.89
H 3.62 -0.48 0.72
H 5.78 -2.53 1.19
H 7.19 -0.84 0.17
H 6.20 -0.04 1.37
H 5.74 0.07 -0.35
H -1.16 -1.20 -0.66
H -0.91 -3.89 0.66
H -1.46 -2.47 1.53
H -3.11 -4.27 0.13
H -3.05 -2.93 -0.96
H -1.89 -2.01 -2.38
H -1.06 -1.35 -4.34
H 0.06 -2.66 -4.51
H 0.81 -0.75 -2.34
H 2.97 -1.10 -3.19
H 2.21 -2.51 -3.96
H 2.37 -1.00 -4.83
H 0.44 1.44 -2.37
H 1.99 1.46 -3.27
H -1.44 2.73 -3.10
H -2.24 4.72 -4.33
H -0.77 5.76 -6.06
H 1.47 4.80 -6.53
H 2.24 2.80 -5.26
H 0.41 2.57 0.93
F 7.40 -1.46 2.56
```

Values from the calculation:
Net charge: -1
Max |F|: 0.0190 hartree/bohr
Frontier orbital gap: 5.98 eV
E_LUMO: 1.854 eV